Entry 1:
Computed, not measured: a cluster of 12 separate species, C48H74O24S7 in total in a non-equilibrium geometry, with the ωB97M-V functional and the def2-TZVPD basis.

The geometry in ORCA input format:
```
! wB97M-V def2-TZVPD RIJCOSX def2/J DEFGRID3
* xyz 1 2
C 7.19 -14.14 -29.10
C 6.71 -13.05 -28.09
O 5.50 -12.52 -28.66
S 5.10 -13.13 -30.11
O 5.85 -12.46 -31.21
O 3.62 -13.34 -30.19
O 5.95 -14.52 -29.65
H 7.63 -15.04 -28.66
H 7.90 -13.86 -29.87
H 7.48 -12.31 -27.87
H 6.27 -13.42 -27.17
C 3.82 -13.11 -34.40
C 2.45 -13.78 -34.18
O 1.53 -12.73 -33.99
S 2.23 -11.18 -33.85
O 2.68 -11.01 -32.46
O 1.49 -10.12 -34.43
O 3.52 -11.82 -34.79
H 4.44 -13.52 -35.20
H 4.44 -13.04 -33.51
H 2.62 -14.45 -33.34
H 2.05 -14.43 -34.96
C 3.91 -19.03 -37.66
C 3.68 -18.93 -36.19
O 4.25 -17.75 -35.64
S 5.47 -17.21 -36.55
O 6.68 -17.90 -36.16
O 5.44 -15.74 -36.51
O 4.75 -17.88 -37.93
H 2.95 -18.79 -38.12
H 4.17 -20.01 -38.07
H 4.20 -19.75 -35.69
H 2.60 -18.93 -36.05
O 4.61 -18.86 -32.53
S 4.39 -17.52 -31.97
O 3.23 -16.71 -32.45
O 4.43 -17.43 -30.28
C 4.92 -18.60 -29.55
C 4.91 -18.23 -28.05
C 5.89 -16.62 -32.32
H 5.95 -18.84 -29.80
H 4.26 -19.45 -29.65
H 5.40 -18.93 -27.38
H 3.94 -17.86 -27.73
H 5.47 -17.30 -27.98
H 6.63 -17.32 -31.92
H 5.78 -15.57 -32.06
H 5.84 -16.63 -33.41
O 2.55 -11.08 -40.40
S 1.65 -10.75 -39.28
O 0.30 -10.22 -39.57
O 1.56 -12.16 -38.43
C 0.39 -12.47 -37.80
C -0.32 -13.60 -38.50
C 2.43 -9.67 -37.97
H -0.30 -11.63 -37.69
H 0.78 -12.79 -36.83
H -0.46 -13.18 -39.50
H -1.38 -13.67 -38.27
H 0.26 -14.52 -38.50
H 2.67 -8.71 -38.43
H 3.39 -10.13 -37.74
H 1.80 -9.69 -37.08
O 0.41 -16.32 -26.81
S -0.55 -16.24 -27.90
O -1.87 -15.67 -27.73
O 0.20 -15.38 -29.12
C -0.37 -15.17 -30.45
C 0.58 -14.48 -31.39
C -0.56 -17.91 -28.51
H -1.32 -14.65 -30.44
H -0.51 -16.18 -30.85
H 1.39 -15.18 -31.59
H 0.96 -13.60 -30.88
H 0.08 -14.28 -32.34
H -0.34 -18.69 -27.78
H 0.30 -17.96 -29.18
H -1.38 -18.03 -29.21
O 5.07 -7.49 -29.60
S 4.08 -7.95 -28.65
O 4.10 -7.42 -27.28
O 2.51 -7.62 -29.29
C 2.49 -7.94 -30.67
C 1.17 -7.27 -31.15
C 4.08 -9.77 -28.62
H 2.53 -9.01 -30.85
H 3.32 -7.41 -31.13
H 0.81 -7.39 -32.17
H 1.24 -6.21 -30.92
H 0.37 -7.38 -30.42
H 4.56 -10.12 -27.71
H 4.47 -10.04 -29.60
H 3.06 -10.16 -28.68
C 9.94 -12.10 -35.33
C 8.92 -11.81 -34.36
C 7.99 -12.77 -34.01
C 8.12 -13.99 -34.67
C 9.06 -14.20 -35.72
C 9.98 -13.24 -35.99
H 10.60 -11.26 -35.48
H 8.95 -10.80 -33.97
H 7.10 -12.51 -33.45
H 7.42 -14.82 -34.66
H 8.99 -15.13 -36.26
H 10.67 -13.48 -36.79
C 4.88 -8.26 -35.53
C 4.55 -8.23 -34.23
C 5.53 -8.65 -33.34
C 6.80 -9.15 -33.77
C 7.10 -9.30 -35.08
C 6.10 -8.91 -35.97
H 4.21 -7.98 -36.33
H 3.54 -8.00 -33.93
H 5.22 -8.69 -32.31
H 7.35 -9.53 -32.92
H 8.10 -9.60 -35.37
H 6.33 -8.91 -37.02
C -1.84 -10.46 -34.30
C -1.70 -11.68 -33.69
C -2.31 -12.82 -34.27
C -2.97 -12.70 -35.45
C -2.84 -11.50 -36.18
C -2.37 -10.31 -35.56
H -1.35 -9.57 -33.91
H -1.10 -11.87 -32.81
H -2.11 -13.80 -33.86
H -3.47 -13.58 -35.84
H -3.09 -11.43 -37.22
H -2.29 -9.38 -36.09
C 0.88 -7.01 -36.52
C -0.18 -7.31 -37.32
C -0.37 -6.74 -38.61
C 0.62 -5.78 -39.03
C 1.78 -5.55 -38.33
C 1.93 -6.22 -37.06
H 1.00 -7.50 -35.57
H -0.88 -8.05 -36.96
H -1.26 -7.01 -39.16
H 0.68 -5.31 -40.00
H 2.65 -4.96 -38.57
H 2.76 -6.15 -36.38
C 0.92 -17.12 -34.92
C 0.36 -16.88 -36.22
C -1.05 -16.97 -36.36
C -1.89 -17.41 -35.35
C -1.30 -17.74 -34.13
C 0.05 -17.52 -33.87
H 1.97 -17.24 -34.74
H 1.01 -16.87 -37.08
H -1.50 -16.93 -37.35
H -2.93 -17.61 -35.56
H -1.84 -18.05 -33.24
H 0.36 -17.79 -32.88
*
```

* E_HOMO (spin up / spin down): -10.57 / -10.57 eV
* LUMO level (spin up / spin down): -0.162 / -0.303 Ha
* expectation value of S²: 0.770
* energy above the lowest of the compared OMol25 structures with the same formula, charge and spin: 98.7 kJ/mol
* frontier orbital gap (spin up / spin down): 6.1 / 2.3 eV
* total energy: -6465.76692 Ha

Results of the Mulliken charge analysis, in e, for atoms 1 through 8: -0.47, -0.33, -0.23, 0.63, -0.32, -0.23, -0.10, 0.35

=====

Entry 2:
Computed, not measured: a cluster of 11 separate species, C48H76N4O7 in total in a non-equilibrium geometry, with the ωB97M-V functional and the def2-TZVPD basis.

The geometry in ORCA input format:
```
! wB97M-V def2-TZVPD RIJCOSX def2/J DEFGRID3
* xyz 0 1
C 12.85 -1.65 -3.44
C 12.65 -1.98 -4.83
C 11.39 -2.38 -5.22
N 10.25 -2.28 -4.50
C 10.40 -1.94 -3.20
C 11.67 -1.60 -2.66
H 13.80 -1.44 -2.97
H 13.45 -2.14 -5.54
H 11.21 -2.73 -6.23
H 9.47 -1.89 -2.65
H 11.84 -1.40 -1.61
C 2.50 -6.46 -9.21
C 2.96 -5.17 -9.12
C 2.61 -4.45 -8.00
N 2.04 -4.95 -6.90
C 1.62 -6.22 -6.89
C 1.79 -6.98 -8.07
H 2.77 -7.03 -10.09
H 3.43 -4.69 -9.96
H 2.85 -3.40 -7.85
H 0.97 -6.52 -6.08
H 1.32 -7.95 -8.13
C 0.81 -1.74 0.15
C 1.72 -0.97 0.89
C 1.26 0.03 1.77
N -0.09 0.26 1.94
C -0.96 -0.48 1.16
C -0.54 -1.39 0.19
H 1.17 -2.46 -0.58
H 2.77 -1.21 0.83
H 1.99 0.40 2.48
H -2.02 -0.25 1.16
H -1.33 -1.91 -0.34
C -2.74 7.12 4.84
C -3.92 7.80 5.15
C -3.84 9.18 5.38
N -2.68 9.80 5.46
C -1.52 9.05 5.22
C -1.51 7.69 4.87
H -2.74 6.07 4.62
H -4.94 7.45 5.15
H -4.69 9.84 5.44
H -0.55 9.51 5.32
H -0.59 7.14 4.79
C 6.49 -7.58 -0.18
C 5.96 -8.26 -1.42
C 7.09 -8.15 -2.41
O 8.21 -8.28 -1.55
C 8.06 -7.44 -0.43
H 6.44 -8.26 0.67
H 6.12 -6.58 0.06
H 5.00 -7.90 -1.81
H 5.65 -9.26 -1.14
H 7.20 -7.27 -3.04
H 7.18 -9.04 -3.04
H 8.43 -6.42 -0.55
H 8.63 -7.78 0.42
C 1.70 3.07 10.06
C 2.92 3.95 10.13
C 3.98 3.02 9.51
O 3.24 1.98 8.89
C 1.88 2.35 8.70
H 0.72 3.53 10.16
H 1.64 2.46 10.97
H 3.23 4.32 11.10
H 2.78 4.82 9.48
H 4.63 2.65 10.31
H 4.67 3.38 8.76
H 1.35 1.41 8.60
H 1.68 3.00 7.84
C -6.29 0.65 8.89
C -5.89 1.70 9.90
C -6.67 2.94 9.35
O -7.02 2.66 8.01
C -6.51 1.37 7.60
H -7.22 0.20 9.23
H -5.52 -0.11 8.73
H -4.83 1.90 9.75
H -6.14 1.54 10.95
H -6.17 3.88 9.61
H -7.65 2.94 9.83
H -5.56 1.36 7.06
H -7.29 0.96 6.96
C -3.30 -2.56 -8.66
C -3.03 -2.49 -10.16
C -2.45 -1.10 -10.43
O -2.25 -0.53 -9.15
C -3.17 -1.12 -8.19
H -2.54 -3.11 -8.11
H -4.31 -2.93 -8.48
H -3.88 -2.69 -10.81
H -2.29 -3.26 -10.41
H -3.18 -0.45 -10.92
H -1.51 -0.95 -10.96
H -4.01 -0.42 -8.24
H -2.58 -1.18 -7.27
C 6.71 9.20 2.01
C 6.59 7.90 1.22
C 5.37 7.20 1.70
O 5.45 7.38 3.07
C 6.21 8.61 3.34
H 6.10 9.93 1.49
H 7.74 9.56 2.04
H 7.44 7.24 1.38
H 6.58 8.06 0.14
H 5.41 6.13 1.50
H 4.50 7.59 1.16
H 7.02 8.26 3.97
H 5.55 9.24 3.93
C -7.95 -5.28 -2.30
C -7.03 -6.53 -2.40
C -6.16 -6.63 -1.23
O -6.21 -5.30 -0.77
C -7.50 -4.77 -0.93
H -9.00 -5.56 -2.22
H -7.78 -4.56 -3.09
H -6.48 -6.64 -3.34
H -7.70 -7.38 -2.53
H -5.14 -6.98 -1.42
H -6.59 -7.35 -0.53
H -7.41 -3.68 -0.99
H -8.25 -4.87 -0.14
C -8.73 3.71 -2.90
C -9.53 3.27 -4.15
C -10.25 2.00 -3.65
O -9.61 1.73 -2.35
C -8.39 2.37 -2.24
H -9.39 4.33 -2.30
H -7.81 4.18 -3.24
H -8.84 3.06 -4.97
H -10.29 4.02 -4.35
H -10.05 1.28 -4.45
H -11.31 2.14 -3.49
H -7.52 1.92 -2.69
H -8.25 2.58 -1.18
*
```

* E_HOMO: -9.39 eV
* LUMO level: 0.020 Ha
* SMILES: c1ccncc1.c1ccncc1.c1ccncc1.c1ccncc1.C1CCOC1.C1CCOC1.C1CCOC1.C1CCOC1.C1CCOC1.C1CCOC1.C1CCOC1
* energy above the lowest of the compared OMol25 structures with the same formula, charge and spin: 519.3 kJ/mol
* frontier orbital gap: 9.9 eV
* total energy: -2619.94495 Ha

Results of the Mulliken charge analysis, in e, for atoms 1 through 8: -0.24, -0.43, -0.08, -0.53, -0.21, -0.29, 0.37, 0.34

=====

Question: energy above the lowest of the compared OMol25 structures with the same formula, charge and spin of number 2 (C48H76N4O7)?
Answer: 519.3 kJ/mol